(1)
The ion C8H16N3 with charge +1, computed with the ωB97M-V functional and the def2-TZVPD basis.

Calculated values
HOMO level in Eh: -0.538
2S+1: 1
Structure (SMILES): CC[N@@+]1(C(C)C)N=NC=C1C
Energy above the lowest of the compared OMol25 structures with the same formula, charge and spin in kcal per mole: 97.8
Frontier orbital gap in hartree: 0.365
Total charge: +1

The geometry in XYZ format:
```
27
Properties=species:S:1:pos:R:3:nbo_charge:R:1
C -1.827 -1.558 -1.148 -0.634
C -0.375 -1.300 -0.865 -0.230
N -0.259 0.120 -0.385 -0.287
C 1.188 0.371 0.009 -0.022
C 1.340 1.884 0.017 -0.687
C 2.227 -0.289 -0.939 -0.629
N -0.770 1.158 -1.666 0.135
N -1.562 1.847 -1.148 -0.055
C -1.809 1.657 0.179 -0.140
C -1.077 0.589 0.620 0.308
C -1.092 -0.044 1.989 -0.664
H -2.130 -2.414 -0.594 0.236
H -2.379 -0.681 -0.814 0.207
H -1.929 -1.697 -2.295 0.249
H 0.164 -1.407 -1.801 0.249
H 0.000 -2.123 -0.205 0.240
H 1.166 -0.023 0.981 0.207
H 1.098 2.470 -0.931 0.247
H 0.792 2.437 0.732 0.230
H 2.434 2.279 0.231 0.264
H 3.083 -0.036 -0.274 0.257
H 2.012 0.172 -1.940 0.249
H 2.119 -1.443 -0.865 0.230
H -2.537 2.355 0.671 0.277
H -2.180 -0.254 2.164 0.278
H -0.677 0.642 2.637 0.256
H -0.360 -0.933 1.842 0.230
```

***

(2)
A structure of composition C9H9NO2, computed with the ωB97M-V functional and the def2-TZVPD basis.

Calculated values
HOMO level (spin up / spin down) in Eh: -0.181 / -0.339
2S+1: 3
Expectation value of S²: 2.022
Energy above the lowest of the compared OMol25 structures with the same formula, charge and spin in kcal per mole: 18.2
Frontier orbital gap (spin up / spin down) in hartree: 0.208 / 0.242

The geometry in XYZ format:
```
21
Properties=species:S:1:pos:R:3:nbo_charge:R:1
C -2.476 -1.526 -0.374 -0.220
C -2.373 -0.177 -0.314 -0.202
C -1.360 -2.358 -0.608 -0.219
C -1.031 0.425 -0.253 -0.221
C -0.148 -1.768 -0.639 -0.161
C 0.050 -0.356 -0.386 -0.147
C 1.759 1.485 -1.226 0.642
C 1.439 1.759 0.941 -0.149
C 1.405 0.240 -0.319 0.214
N 1.521 2.482 -0.266 -0.700
O 2.199 1.587 -2.323 -0.546
O 2.326 -0.729 -0.276 -0.629
H -3.415 -1.997 -0.339 0.204
H -3.281 0.390 -0.082 0.213
H -1.390 -3.335 -0.862 0.211
H -1.104 1.473 0.013 0.207
H 0.777 -2.266 -0.945 0.219
H 0.349 1.728 1.380 0.196
H 2.379 1.851 1.485 0.194
H 1.267 3.398 -0.499 0.413
H 3.097 -0.561 -0.705 0.484
```

***

(3)
An isolated molecule of C5H4N2, computed with the ωB97M-V functional and the def2-TZVPD basis.

Calculated values
HOMO level in Eh: -0.359
2S+1: 1
Structure (SMILES): C/C=N\C#CC#N
Energy above the lowest of the compared OMol25 structures with the same formula, charge and spin in kcal per mole: 85.3
Frontier orbital gap in hartree: 0.344

The geometry in XYZ format:
```
11
Properties=species:S:1:pos:R:3:nbo_charge:R:1
C 1.359 -0.254 0.748 -0.706
C 1.539 0.442 -0.548 0.198
N 0.634 0.389 -1.424 -0.425
C -0.765 0.172 -1.002 0.262
C -2.024 0.232 -0.772 -0.201
C -3.228 0.002 -0.195 0.206
N -4.083 -0.393 0.469 -0.255
H 0.568 -0.949 0.805 0.236
H 1.135 0.541 1.552 0.245
H 2.267 -0.902 1.057 0.238
H 2.597 0.721 -0.690 0.202
```

***

(4)
An isolated molecule of C3H5NO2, computed with the ωB97M-V functional and the def2-TZVPD basis.

Calculated values
HOMO level in Eh: -0.351
2S+1: 1
Structure (SMILES): N/C=C\C(=O)O
Energy above the lowest of the compared OMol25 structures with the same formula, charge and spin in kcal per mole: 17.7
Frontier orbital gap in hartree: 0.368

The geometry in XYZ format:
```
11
Properties=species:S:1:pos:R:3:nbo_charge:R:1
N -0.334 -0.381 -1.447 -0.844
C -0.791 -0.610 -0.166 0.041
C -0.315 -0.109 0.980 -0.414
C 0.872 0.757 1.099 0.748
O 1.075 1.454 2.079 -0.568
O 1.718 0.666 0.053 -0.687
H -0.968 -0.767 -2.152 0.393
H -0.223 0.621 -1.639 0.394
H -1.639 -1.295 -0.133 0.198
H -0.798 -0.333 1.925 0.241
H 1.404 -0.003 -0.598 0.499
```

***

(5)
A structure of composition C2H4CuLiO2, computed with the ωB97M-V functional and the def2-TZVPD basis.

Calculated values
HOMO level (spin up / spin down) in Eh: -0.079 / -0.166
2S+1: 2
Expectation value of S²: 0.753
Energy above the lowest of the compared OMol25 structures with the same formula, charge and spin in kcal per mole: 0.0
Frontier orbital gap (spin up / spin down) in hartree: 0.204 / 0.285
Total charge: -1

The geometry in XYZ format:
```
10
Properties=species:S:1:pos:R:3:nbo_charge:R:1
O -0.464 2.849 0.669 -1.402
H -0.845 3.332 -0.062 0.433
C -0.611 -0.973 -1.067 -0.598
C -0.017 -1.248 0.112 0.184
O 0.862 -0.483 0.747 -1.056
H -0.315 -0.110 -1.672 0.196
H -1.375 -1.645 -1.459 0.184
H -0.219 -2.220 0.592 0.127
Cu 2.660 -0.830 1.109 -0.014
Li 0.324 1.328 1.032 0.946
```

***

(6)
A cluster of 2 separate species, ClIO2S in total, computed with the ωB97M-V functional and the def2-TZVPD basis.

Calculated values
HOMO level in Eh: -0.368
2S+1: 1
Energy above the lowest of the compared OMol25 structures with the same formula, charge and spin in kcal per mole: 2.3
Frontier orbital gap in hartree: 0.312

The geometry in XYZ format:
```
5
Properties=species:S:1:pos:R:3:nbo_charge:R:1
O -0.761 1.342 -1.021 -0.833
O -1.066 2.598 0.938 -0.835
S -1.582 1.578 0.104 1.667
Cl 1.019 -3.592 -0.441 -0.253
I 2.390 -1.926 0.420 0.254
```